# 1
# C3H36NO15S

A cluster of 15 separate species, C3H36NO15S in total (the ωB97M-V functional and the def2-TZVPD basis, OMol25).

```
56
Properties=species:S:1:pos:R:3:forces:R:3:nbo_charge:R:1
C -1.879 -0.059 0.921 -2.12 -1.01 0.12 -0.093
O -2.413 0.152 -0.371 0.76 2.59 -0.33 -0.841
C -0.379 -0.200 0.988 1.64 3.92 -0.42 -0.085
C 0.190 0.712 2.216 1.09 -6.81 0.29 -0.474
S 2.056 0.798 2.121 -0.97 -0.11 0.20 -0.131
N 0.191 0.292 -0.326 -0.74 -0.71 0.05 -0.919
H -2.270 0.705 1.622 0.30 -0.77 -0.24 0.173
H -2.335 -1.022 1.101 0.13 -0.29 1.22 0.188
H -0.140 -1.209 1.121 0.50 -1.32 0.24 0.192
H -0.201 0.167 3.175 0.96 1.20 -1.49 0.209
H -0.209 1.603 2.097 -1.43 3.72 -0.29 0.219
H 2.195 1.943 2.804 -0.08 -0.01 0.07 0.147
H 0.698 1.153 -0.269 0.69 0.37 0.69 0.392
H -0.590 0.626 -0.917 0.82 -1.07 0.50 0.387
H -0.550 -4.122 -0.439 -0.02 -0.52 0.20 0.495
H 0.562 -4.632 0.466 -2.19 0.25 0.19 0.502
O -0.456 -4.604 0.408 2.21 -0.16 -0.87 -0.984
H -2.944 2.537 -1.732 -8.11 1.22 -4.23 0.459
H -2.179 1.263 -0.694 -1.56 -1.94 -0.47 0.481
O -2.205 2.440 -1.337 8.92 -1.39 4.80 -1.120
H -1.460 -2.440 -1.918 1.37 -2.55 0.12 0.476
H -2.095 -1.214 -1.316 0.19 -0.05 -2.23 0.507
O -1.824 -1.657 -2.230 -2.19 2.62 2.01 -0.998
H 2.232 -2.245 3.305 -0.32 0.57 1.14 0.486
H 1.621 -1.268 4.401 -0.02 0.87 -0.41 0.479
O 1.891 -2.158 4.227 0.44 -1.51 -0.82 -0.964
H 1.862 2.817 -3.413 1.52 -1.38 1.32 0.470
H 0.628 2.256 -4.247 -1.59 -3.22 0.07 0.501
O 1.178 2.936 -4.010 0.10 4.56 -1.44 -0.967
H -0.757 3.038 -0.931 3.41 1.01 0.01 0.522
H 0.604 3.891 -1.384 -0.88 -1.20 1.35 0.470
O 0.298 3.266 -0.653 -2.16 0.65 -2.26 -1.042
H 1.154 -1.103 -1.240 -0.21 1.21 0.24 0.541
H 2.442 -1.700 -2.022 -1.04 0.34 0.59 0.493
O 1.642 -1.911 -1.491 1.57 -0.44 -0.86 -1.012
H -0.399 -3.186 2.664 1.74 -0.75 1.21 0.463
H -1.281 -3.492 1.526 0.19 -0.21 -0.17 0.496
O -1.149 -2.854 2.236 -1.91 1.06 -0.29 -0.973
H -1.194 -0.225 -2.769 1.50 -0.95 -1.40 0.498
H -1.278 1.065 -2.535 1.13 1.37 -1.15 0.472
O -0.663 0.548 -3.127 -2.29 0.11 1.56 -1.016
H -2.407 2.867 1.494 -8.01 1.98 3.32 0.453
H -1.808 2.595 0.242 0.17 0.40 0.72 0.500
O -1.624 2.684 1.222 6.93 -1.17 -3.48 -0.971
H 2.142 2.364 -1.639 3.52 -2.14 2.07 0.481
H 2.972 1.726 -0.357 -0.34 0.22 -0.63 0.488
O 3.085 1.892 -1.316 -3.33 1.78 -1.15 -0.984
H 1.467 -2.320 1.389 -0.22 0.32 -0.54 0.472
H 2.241 -2.698 0.073 -0.39 0.76 -0.61 0.505
O 2.033 -2.966 0.964 0.46 -1.22 1.46 -0.991
H -0.428 3.276 2.417 0.77 1.37 0.93 0.495
H 0.734 4.198 2.361 1.76 1.20 -1.87 0.461
O 0.169 3.854 2.996 -2.45 -2.07 0.91 -0.978
H 0.597 -2.900 -2.252 0.19 0.26 1.12 0.499
H 0.194 -3.786 -3.284 -0.67 -0.77 -0.33 0.470
O 0.038 -3.695 -2.340 0.23 -0.17 -0.80 -1.001
```
Positions in Å, forces in eV/Å.

Results
**Highest occupied orbital energy**: -6.6 eV
**Net charge**: -1
**F_max**: 10.22 eV Å⁻¹
**E_tot**: -1717.39507 Eh
**Kohn-Sham gap**: 9.084 eV

=====

# 2
# C3H37N2O14

A cluster of 15 separate species, C3H37N2O14 in total (the ωB97M-V functional and the def2-TZVPD basis, OMol25).

```
56
Properties=species:S:1:pos:R:3:forces:R:3:nbo_charge:R:1
C 1.297 -0.832 -1.073 0.12 0.49 0.24 -0.632
C -0.022 -0.665 -0.341 0.02 -0.10 -0.61 -0.236
N -0.695 2.373 1.561 -0.20 -0.43 0.16 -0.795
C -0.428 1.087 1.296 -0.51 0.46 -0.60 0.414
N -0.212 0.721 0.077 0.23 -0.61 0.03 -0.523
H 1.434 -0.051 -1.834 -0.15 -0.17 0.07 0.213
H 2.130 -0.745 -0.379 0.09 -0.11 -0.11 0.220
H 1.323 -1.795 -1.565 0.07 -0.26 -0.06 0.236
H -0.836 -0.896 -1.018 -0.25 -0.07 0.02 0.238
H -0.109 -1.322 0.515 0.03 0.05 0.14 0.217
H -0.432 3.054 0.856 0.06 0.11 0.01 0.432
H -0.666 2.655 2.521 0.01 0.13 0.18 0.418
H -0.495 0.318 2.060 0.01 0.24 0.05 0.259
H -0.228 1.374 -0.708 -0.12 0.09 0.15 0.445
H -3.087 -1.454 -1.405 0.52 -0.84 -0.03 0.513
H -2.341 -2.901 -1.118 -0.41 0.84 -0.12 0.506
O -3.127 -2.331 -0.951 -0.13 -0.07 0.19 -1.020
H 4.971 0.054 -0.893 -0.02 0.12 -0.12 0.485
H 3.938 0.955 -0.108 0.56 -0.36 -0.30 0.495
O 4.477 0.136 -0.076 -0.42 0.02 0.45 -0.995
H -1.788 -1.681 2.454 0.04 0.09 0.16 0.522
H -1.326 -2.252 3.822 -0.01 -0.08 0.21 0.493
O -0.985 -1.875 3.010 -0.11 0.20 -0.44 -1.012
H -3.461 -0.337 1.285 -0.19 0.29 -0.09 0.498
H -3.164 -1.750 0.671 0.02 0.33 0.07 0.522
O -3.068 -1.186 1.489 0.26 -0.62 -0.05 -1.024
H 1.549 3.237 -0.606 -0.60 0.12 -0.15 0.523
H 0.776 4.474 -1.129 -0.08 0.18 -0.04 0.499
O 0.641 3.558 -0.869 0.82 -0.13 0.38 -1.013
H 0.333 0.664 -5.342 0.06 -0.19 0.44 0.498
H 0.181 -0.473 -4.302 0.01 0.07 -0.11 0.494
O 0.455 0.447 -4.402 -0.04 0.04 -0.47 -0.956
H -2.135 0.858 -2.133 -0.43 -0.18 0.06 0.504
H -3.272 0.697 -1.091 0.17 -0.12 -0.46 0.495
O -2.844 0.244 -1.846 -0.01 0.32 0.21 -1.015
H 2.182 -1.927 1.857 0.35 0.35 0.25 0.511
H 3.451 -1.143 1.379 -0.10 0.11 0.37 0.511
O 2.810 -1.202 2.117 -0.04 -0.42 -0.75 -0.987
H -3.028 2.116 0.722 -0.07 0.14 0.07 0.491
H -4.553 2.102 0.401 0.37 -0.21 0.04 0.504
O -3.750 1.556 0.414 -0.37 0.18 0.18 -0.969
H 2.172 0.232 2.336 -0.27 0.40 -0.02 0.519
H 2.151 1.433 3.315 -0.29 0.00 -0.60 0.494
O 1.787 1.171 2.446 0.95 -0.40 0.64 -1.030
H 0.211 -2.742 2.135 0.21 -0.49 0.11 0.517
H 1.252 -3.936 2.101 -0.03 -0.28 0.32 0.492
O 0.933 -3.181 1.610 -0.27 0.57 -0.41 -1.010
H -0.351 1.512 -3.289 0.00 0.28 0.31 0.517
H -0.288 2.689 -2.184 -0.23 -0.49 -0.50 0.508
O -0.822 1.944 -2.539 0.42 0.28 0.15 -1.028
H -0.989 -4.732 -1.448 -0.17 -0.28 -0.29 0.487
H -0.205 -3.920 -0.451 -0.11 0.31 -0.07 0.497
O -0.772 -3.824 -1.235 0.44 -0.07 0.44 -0.961
H 2.493 1.962 0.987 0.54 0.59 -0.21 0.523
H 3.566 3.092 0.661 -0.54 -0.68 -0.28 0.502
O 2.967 2.438 0.238 -0.26 0.28 0.76 -1.007
```
Positions in Å, forces in eV/Å.

Results
**Highest occupied orbital energy**: -13.0 eV
**Net charge**: +1
**ΔE to the lowest compared entry with this formula, charge and spin**: 0.00 kcal/mol
**F_max**: 1.22 eV Å⁻¹
**E_tot**: -1299.27555 Eh
**Kohn-Sham gap**: 10.526 eV

=====

# 3
# C3H3AgFO2

A structure of composition C3H3AgFO2 (the ωB97M-V functional and the def2-TZVPD basis, OMol25).

```
10
Properties=species:S:1:pos:R:3:forces:R:3:nbo_charge:R:1
F 0.894 0.302 -1.961 0.65 0.00 2.21 -0.364
H -0.800 -0.099 -2.012 -0.88 -0.38 3.12 0.260
O -0.437 1.097 -0.197 0.11 0.44 -0.09 -0.475
C -0.076 0.862 1.055 -0.29 0.40 0.26 0.403
C -0.173 -0.015 -1.033 0.10 0.25 -4.55 0.376
O 0.257 -0.376 1.196 0.20 0.06 0.51 -0.447
C 0.131 -1.112 -0.049 0.08 -0.30 -0.55 -0.178
Ag -0.186 2.792 3.200 0.06 -0.83 -0.95 0.917
H 1.077 -1.621 -0.259 -0.23 0.15 0.05 0.261
H -0.687 -1.831 0.061 0.19 0.20 -0.02 0.246
```
Positions in Å, forces in eV/Å.

Results
**Highest occupied orbital energy**: -15.1 eV
**Net charge**: +1
**ΔE to the lowest compared entry with this formula, charge and spin**: 0.00 kcal/mol
**F_max**: 4.56 eV Å⁻¹
**E_tot**: -513.05743 Eh
**Kohn-Sham gap**: 9.018 eV